[1]
ORCA calculation (ωB97M-V/def2-TZVPD) on C19H17N4O5PdS as an isolated structure in a non-equilibrium geometry.

Cartesian coordinates (Å):
Pd1 -0.099 -0.272 1.591
O1 -2.578 -0.420 2.476
C1 -3.173 -1.385 1.993
C2 -2.755 -2.321 0.943
C3 -3.359 -3.571 0.933
C4 -3.043 -4.444 -0.094
C5 -2.005 -4.275 -0.997
C6 -1.263 -3.174 -0.894
C7 -1.660 -2.108 0.024
O2 -1.107 -0.952 -0.159
N1 -4.080 -5.525 -0.258
O3 -4.092 -6.061 -1.366
O4 -4.750 -5.877 0.727
H1 -4.222 -1.619 2.358
H2 -4.193 -3.745 1.657
H3 -1.927 -4.936 -1.867
H4 -0.465 -2.919 -1.583
S1 0.665 4.250 -2.901
C8 0.482 3.067 -1.561
C9 1.613 2.288 -1.191
C10 1.447 1.412 -0.193
N2 0.307 1.370 0.517
C11 -0.741 2.195 0.234
C12 -0.654 3.108 -0.807
C13 2.172 5.075 -2.546
C14 2.535 5.409 -1.275
C15 3.668 6.243 -1.183
N3 4.537 6.537 -2.153
C16 4.088 6.259 -3.391
C17 2.884 5.568 -3.667
H5 2.566 2.216 -1.779
H6 2.231 0.645 -0.040
H7 -1.550 2.099 0.983
H8 -1.388 3.938 -0.967
H9 2.091 5.037 -0.393
H10 3.971 6.552 -0.169
H11 4.732 6.650 -4.162
H12 2.599 5.318 -4.667
C18 0.127 -4.316 3.299
C19 0.496 -2.945 2.766
N4 1.790 -2.791 2.465
O5 -0.355 -1.985 2.683
H13 0.451 -5.087 2.651
H14 -0.988 -4.435 3.373
H15 0.607 -4.497 4.250
H16 2.359 -3.638 2.420
H17 2.028 -1.939 1.919

Properties
**LUMO level (spin up / spin down)**: -3.3 / -6.3 eV
**Total charge**: +1
**2S+1**: 3
**Gap between HOMO and LUMO (spin up / spin down)**: 8.05 / 5.05 eV

Löwdin atomic charge list, values in e, 2 entries: Pd 0.97; O 0.02


[2]
ORCA calculation (ωB97M-V/def2-TZVPD) on C40H56As2IrNO14P2S as an isolated structure in a non-equilibrium geometry.

Cartesian coordinates (Å):
Ir1 -0.071 0.120 -0.184
C1 0.843 -1.235 5.924
C2 0.465 -1.024 4.480
C3 0.597 -2.270 3.639
O1 1.386 0.009 3.918
P1 0.818 1.094 2.961
O2 -0.007 0.481 1.869
C4 2.253 1.961 2.335
P2 2.999 1.225 0.876
O3 1.998 0.855 -0.182
O4 3.969 2.283 0.271
C5 5.076 2.890 1.048
C6 4.749 4.352 1.238
C7 6.352 2.647 0.282
O5 3.802 0.034 1.459
C8 4.274 -1.172 0.722
C9 3.189 -2.218 0.804
C10 4.703 -0.844 -0.693
O6 -0.081 2.099 3.737
C11 0.244 3.023 4.858
C12 1.136 2.383 5.897
C13 0.800 4.322 4.326
H1 0.298 -2.096 6.312
H2 0.600 -0.377 6.546
H3 1.912 -1.438 6.007
H4 -0.553 -0.632 4.403
H5 1.593 -2.702 3.750
H6 0.408 -2.061 2.585
H7 -0.133 -3.007 3.977
H8 3.007 2.028 3.123
H9 1.915 2.962 2.051
H10 5.130 2.382 2.015
H11 4.713 4.860 0.273
H12 5.525 4.824 1.840
H13 3.792 4.495 1.744
H14 6.252 3.015 -0.741
H15 6.609 1.589 0.252
H16 7.172 3.182 0.761
H17 5.137 -1.482 1.306
H18 2.291 -1.888 0.274
H19 2.927 -2.427 1.840
H20 3.538 -3.141 0.342
H21 3.849 -0.578 -1.319
H22 5.182 -1.724 -1.122
H23 5.422 -0.025 -0.718
H24 -0.738 3.196 5.294
H25 2.106 2.095 5.486
H26 0.680 1.505 6.346
H27 1.315 3.113 6.686
H28 1.866 4.244 4.099
H29 0.688 5.090 5.093
H30 0.277 4.657 3.435
S1 -0.845 -1.943 -4.061
C14 0.286 -0.683 -4.441
C15 0.791 -0.347 -5.694
C16 1.700 0.688 -5.765
C17 2.122 1.345 -4.603
C18 1.619 1.007 -3.362
C19 0.662 0.001 -3.287
N1 0.006 -0.478 -2.140
C20 -0.789 -1.492 -2.421
C21 -1.557 -2.056 -1.333
C22 -2.378 -3.177 -1.427
C23 -3.053 -3.612 -0.302
C24 -2.898 -2.924 0.899
C25 -2.083 -1.800 0.987
C26 -1.401 -1.347 -0.137
H31 0.481 -0.880 -6.583
H32 2.109 0.975 -6.724
H33 2.875 2.120 -4.679
H34 1.993 1.464 -2.460
H35 -2.480 -3.710 -2.365
H36 -3.688 -4.486 -0.352
H37 -3.426 -3.269 1.780
H38 -1.996 -1.268 1.922
C27 -2.511 1.500 -4.921
O7 -2.046 1.656 -3.557
C28 -2.052 2.909 -3.108
O8 -2.278 3.870 -3.783
C29 -1.487 2.984 -1.683
C30 -1.398 4.201 -1.107
As1 -3.173 5.044 -1.111
C31 -2.921 6.833 -0.407
C32 -3.339 3.989 0.604
C33 -2.886 2.756 0.855
As2 -1.832 1.584 -0.356
C34 -3.368 0.720 -1.156
C35 -3.289 1.893 1.998
O9 -2.867 0.759 2.067
O10 -4.129 2.448 2.842
C36 -4.636 1.613 3.910
C37 -4.459 4.645 1.395
O11 -5.525 4.706 0.852
O12 -4.251 5.203 2.580
C38 -2.949 5.275 3.176
C39 -0.492 4.485 0.085
O13 -0.852 5.102 1.048
O14 0.802 4.137 -0.005
C40 1.426 3.927 -1.292
H39 -2.670 0.435 -5.054
H40 -1.755 1.869 -5.611
H41 -3.433 2.055 -5.063
H42 -2.514 7.419 -1.231
H43 -2.259 6.885 0.451
H44 -3.910 7.220 -0.164
H45 -4.092 1.475 -1.462
H46 -3.789 0.093 -0.372
H47 -3.064 0.110 -1.995
H48 -5.527 2.114 4.268
H49 -3.889 1.545 4.698
H50 -4.869 0.622 3.531
H51 -3.129 5.435 4.234
H52 -2.395 6.111 2.759
H53 -2.390 4.354 3.024
H54 2.494 3.966 -1.104
H55 1.143 4.708 -1.995
H56 1.152 2.959 -1.683

Properties
**LUMO level**: -6.2 eV
**Total charge**: +2
**Gap between HOMO and LUMO**: 6.92 eV

Löwdin atomic charge list, values in e, 2 entries: Ir 1.12; C -0.02


[3]
ORCA calculation (ωB97M-V/def2-TZVPD) on a 7-piece molecular cluster, C4H19O8 overall in a non-equilibrium geometry.

Cartesian coordinates (Å):
O1 -0.970 0.963 2.453
C1 -1.338 0.232 1.533
O2 -2.472 -0.234 1.363
C2 -0.266 -0.037 0.471
C3 0.210 -1.481 0.535
C4 0.656 -1.804 -0.957
H1 0.503 0.755 0.635
H2 -0.594 0.296 -0.551
H3 -0.635 -2.128 1.046
H4 1.162 -1.574 1.175
H5 -0.223 -1.534 -1.636
H6 1.583 -1.257 -1.088
H7 0.904 -2.864 -1.129
H8 -3.791 0.322 -1.474
H9 -3.231 -0.628 -0.352
O3 -4.039 -0.512 -0.974
H10 2.403 0.528 -2.605
H11 2.579 1.620 -1.820
O4 2.474 1.502 -2.716
H12 3.416 0.402 0.252
H13 2.039 1.082 0.358
O5 2.695 0.717 -0.232
H14 1.458 2.407 3.305
H15 0.663 1.220 2.754
O6 1.584 1.528 2.903
H16 -2.641 -2.562 1.276
H17 -2.470 -1.853 2.519
O7 -2.515 -2.706 2.162
H18 0.764 2.034 -2.813
H19 0.164 3.158 -3.448
O8 -0.069 2.411 -2.944

Properties
**LUMO level**: 2.9 eV
**Total charge**: -1
**Gap between HOMO and LUMO**: 8.46 eV

Löwdin atomic charge list, values in e, 2 entries: O -0.02; C -0.71


| no. | total energy (Eh) |
| --- | --- |
| 1 | -1855.1110 |
| 2 | -8322.4046 |
| 3 | -765.7864 |